Record 1
This record from OMol25 describes a cluster of 2 separate species, C3H3NS in total. The level of theory is ωB97M-V/def2-TZVPD.

Properties
LUMO level in Eh: 0.000
Orbital gap in hartree: 0.30543
ΔE to the lowest compared entry with this formula, charge and spin in kJ/mol: 172.8
Highest occupied orbital energy in eV: -8.3

The geometry in XYZ format:
```
8
Properties=species:S:1:pos:R:3:mulliken_charge:R:1
S -2.3588 0.3228 -0.8337 -0.289
N 0.7310 0.7521 -0.9808 -0.309
C 1.4585 1.4834 -0.4633 0.019
C -1.3174 -0.6590 -0.2165 0.237
C -0.5175 -1.2310 0.6164 -0.510
H 2.0635 2.0725 0.0947 0.300
H -0.1374 -0.6591 1.4267 0.302
H 0.0781 -2.0816 0.3566 0.249
```

---

Record 2
This record from OMol25 describes the ion C3H3O2 with charge +1. The level of theory is ωB97M-V/def2-TZVPD.

Properties
Total charge: +1
LUMO level (spin up / spin down) in Eh: -0.270 / -0.270
Orbital gap (spin up / spin down) in hartree: 0.34480 / 0.34495
ΔE to the lowest compared entry with this formula, charge and spin in kJ/mol: 619.9
Highest occupied orbital energy (spin up / spin down) in eV: -16.7 / -16.7

The geometry in XYZ format:
```
8
Properties=species:S:1:pos:R:3:mulliken_charge:R:1
O 1.4224 -0.5798 -0.0230 0.107
O 1.5926 0.7036 0.0251 -0.325
C -0.8084 -0.0351 0.0308 -0.294
C 0.2441 -1.0086 0.0222 0.077
C -0.5212 1.1896 -0.0462 0.210
H -0.1058 2.1615 0.1268 0.413
H 0.1090 -2.0031 -0.0890 0.453
H -1.9327 -0.4281 -0.0466 0.357
```

---

Record 3
This record from OMol25 describes a structure of composition C3H3O2. The level of theory is ωB97M-V/def2-TZVPD.

Properties
Total charge: +1
LUMO level in Eh: -0.258
Orbital gap in hartree: 0.29741
ΔE to the lowest compared entry with this formula, charge and spin in kJ/mol: 421.8
Highest occupied orbital energy in eV: -15.1

The geometry in XYZ format:
```
8
Properties=species:S:1:pos:R:3:mulliken_charge:R:1
O -0.9883 -1.2299 0.5998 -0.117
O 0.7857 1.4594 -0.2551 -0.382
C 0.2402 0.3447 -0.0617 0.418
C -0.3186 -0.7904 -0.5420 -0.301
C -0.6794 -0.3089 1.3859 0.141
H 0.8178 1.8141 -1.1322 0.387
H -0.3656 -1.1815 -1.4974 0.401
H -0.8912 -0.2319 2.3632 0.453
```

---

What are the total energy values for these records? In order: -568.951753, -266.036440, -266.111882 Eh.